# C5H8O

C5H8O as an isolated structure at a distorted geometry (the ωB97M-V functional and the def2-TZVPD basis, the Open Molecules 2025 dataset).

```
14
Properties=species:S:1:pos:R:3:nbo_charge:R:1
C -1.293 0.945 -0.373 -0.407
C -1.350 -0.313 0.388 -0.415
C 0.074 0.211 -0.274 -0.085
C 0.969 -0.988 -0.722 -0.057
O 1.651 -0.893 0.546 -0.536
C 1.287 0.496 0.627 -0.071
H -1.865 1.030 -1.293 0.220
H -1.348 1.833 0.258 0.220
H -1.564 -0.317 1.460 0.211
H -1.892 -1.136 -0.108 0.207
H 0.394 -1.899 -0.843 0.183
H 1.735 -0.933 -1.516 0.178
H 1.053 0.884 1.615 0.177
H 2.149 1.082 0.236 0.176
```

The HOMO-LUMO gap comes out at 10.525 eV. As for the relative energy (zero: lowest compared OMol25 entry of this formula, charge and spin): 79.1 kcal/mol. The HOMO energy comes out at -9.426 eV. The charge is 0. Its spin multiplicity is 1. Its energy is -7358.8231 eV.

=====

# C5H8O

One molecule with the formula C5H8O at a distorted geometry (the ωB97M-V functional and the def2-TZVPD basis, the Open Molecules 2025 dataset).

```
14
Properties=species:S:1:pos:R:3:nbo_charge:R:1
C -1.819 -0.289 -0.167 -0.405
C -1.232 1.085 -0.231 -0.417
C -0.446 -0.019 0.419 -0.269
C 0.822 -0.517 -0.202 -0.017
C 2.140 -0.394 0.616 -0.107
O 1.430 -1.585 0.475 -0.461
H -1.887 -0.865 -1.085 0.218
H -2.638 -0.460 0.530 0.217
H -1.643 1.862 0.405 0.217
H -0.878 1.427 -1.200 0.215
H -0.412 -0.034 1.511 0.216
H 1.467 0.024 -0.899 0.236
H 3.139 -0.470 0.153 0.180
H 2.063 0.259 1.470 0.177
```

The HOMO-LUMO gap comes out at 10.169 eV. As for the relative energy (zero: lowest compared OMol25 entry of this formula, charge and spin): 91.7 kcal/mol. The HOMO energy comes out at -8.989 eV. Its structure (SMILES) is C1CC1[C@H]1CO1. The charge is 0. Its spin multiplicity is 1. Its energy is -7358.2806 eV.

=====

# C5H8O

C5H8O as an isolated structure at a distorted geometry (the ωB97M-V functional and the def2-TZVPD basis, the Open Molecules 2025 dataset).

```
14
Properties=species:S:1:pos:R:3:nbo_charge:R:1
C 1.485 -0.380 0.460 -0.622
C 0.649 0.570 -0.357 -0.236
C -0.716 0.220 -0.969 -0.304
C -1.509 -0.561 0.033 -0.033
O -1.285 0.360 1.068 -0.505
C -0.579 1.222 0.154 0.088
H 0.856 -1.122 0.968 0.226
H 2.054 0.159 1.228 0.218
H 2.191 -0.920 -0.183 0.213
H 1.207 1.215 -1.034 0.223
H -0.935 0.374 -2.019 0.233
H -0.745 -1.839 0.262 0.025
H -1.872 -1.584 0.186 0.264
H -0.803 2.286 0.202 0.209
```

The HOMO-LUMO gap comes out at 9.181 eV. As for the relative energy (zero: lowest compared OMol25 entry of this formula, charge and spin): 130.7 kcal/mol. The HOMO energy comes out at -8.197 eV. The charge is 0. Its spin multiplicity is 1. Its energy is -7356.5877 eV.

=====

# C5H8O

C5H8O as an isolated structure (the ωB97M-V functional and the def2-TZVPD basis, the Open Molecules 2025 dataset).

```
14
Properties=species:S:1:pos:R:3:nbo_charge:R:1
O 1.577 -1.017 -0.238 -0.714
C 1.340 -0.285 0.904 0.045
C 0.453 0.890 0.629 -0.298
C -0.293 0.817 -0.720 -0.397
C -1.176 -0.321 -0.151 -0.416
C -0.478 -0.148 1.190 -0.277
H 2.130 -1.760 0.028 0.488
H 0.519 -0.941 1.622 0.257
H 0.698 1.838 1.104 0.217
H 0.323 0.562 -1.583 0.218
H -0.863 1.726 -0.923 0.209
H -2.239 -0.066 -0.111 0.219
H -1.063 -1.304 -0.615 0.214
H -0.965 -0.081 2.161 0.235
```

The HOMO-LUMO gap comes out at 9.062 eV. As for the relative energy (zero: lowest compared OMol25 entry of this formula, charge and spin): 103.2 kcal/mol. The HOMO energy comes out at -8.094 eV. The charge is 0. Its spin multiplicity is 1. Its energy is -7357.7805 eV.

=====

# C5H8O

A 2-piece molecular cluster, C5H8O overall at a distorted geometry (the ωB97M-V functional and the def2-TZVPD basis, the Open Molecules 2025 dataset).

```
14
Properties=species:S:1:pos:R:3:nbo_charge:R:1
C -0.149 -0.906 -1.682 -0.661
C -0.074 -0.648 -0.207 -0.174
C 0.805 0.354 0.388 -0.469
C 0.476 0.874 1.667 -0.521
C -1.555 0.765 0.755 0.512
O -2.266 1.597 0.391 -0.552
H -1.187 -0.783 -2.011 0.242
H 0.447 -0.197 -2.265 0.219
H 0.148 -1.922 -1.960 0.218
H -0.466 -1.410 0.451 0.218
H 1.387 -0.678 0.350 0.321
H 1.303 1.009 -0.329 0.233
H 0.101 0.204 2.433 0.205
H 1.031 1.741 2.018 0.210
```

The HOMO-LUMO gap comes out at 8.160 eV. As for the relative energy (zero: lowest compared OMol25 entry of this formula, charge and spin): 105.7 kcal/mol. The HOMO energy comes out at -7.402 eV. The charge is 0. Its spin multiplicity is 1. Its energy is -7357.6710 eV.

=====

# C5H8O

C5H8O as an isolated structure at a distorted geometry (the ωB97M-V functional and the def2-TZVPD basis, the Open Molecules 2025 dataset).

```
14
Properties=species:S:1:pos:R:3:nbo_charge:R:1
C 1.697 -0.888 1.137 -0.677
C 0.690 -0.283 0.191 0.312
C -0.329 -0.867 -0.534 -0.332
C -1.141 0.252 -1.269 -0.473
C -0.976 1.384 -0.082 -0.090
H 2.370 -1.649 0.617 0.230
H 1.306 -1.497 2.014 0.240
H 2.386 -0.006 1.468 0.240
H -0.598 -1.964 -0.723 0.227
H -2.248 0.032 -1.450 0.221
H -0.642 0.551 -2.311 0.223
H -1.682 1.141 1.080 0.204
H -1.396 2.715 -0.342 0.224
O 0.565 1.081 0.203 -0.551
```

The HOMO-LUMO gap comes out at 9.292 eV. As for the relative energy (zero: lowest compared OMol25 entry of this formula, charge and spin): 102.1 kcal/mol. The HOMO energy comes out at -8.273 eV. The charge is 0. Its spin multiplicity is 1. Its energy is -7357.8273 eV.

=====

# C5H8O

One molecule with the formula C5H8O at a distorted geometry (the ωB97M-V functional and the def2-TZVPD basis, the Open Molecules 2025 dataset).

```
14
Properties=species:S:1:pos:R:3:nbo_charge:R:1
C 1.829 -0.435 0.143 -0.619
C 0.480 0.327 0.129 -0.311
C -0.562 -0.359 -0.729 -0.405
C -1.733 0.412 -0.140 -0.519
C -0.776 0.526 1.175 0.639
O -0.953 0.519 2.361 -0.506
H 2.398 -0.290 1.059 0.223
H 1.669 -1.512 -0.002 0.208
H 2.491 -0.138 -0.693 0.217
H 0.646 1.334 -0.295 0.212
H -0.284 -0.270 -1.772 0.212
H -0.641 -1.411 -0.421 0.200
H -1.855 1.398 -0.608 0.222
H -2.709 -0.100 -0.208 0.228
```

The HOMO-LUMO gap comes out at 10.409 eV. As for the relative energy (zero: lowest compared OMol25 entry of this formula, charge and spin): 35.9 kcal/mol. The HOMO energy comes out at -9.468 eV. Its structure (SMILES) is C[C@H]1CCC1=O. The charge is 0. Its spin multiplicity is 1. Its energy is -7360.6968 eV.

=====

# C5H8O

One molecule with the formula C5H8O at a distorted geometry (the ωB97M-V functional and the def2-TZVPD basis, the Open Molecules 2025 dataset).

```
14
Properties=species:S:1:pos:R:3:nbo_charge:R:1
C -0.863 -1.634 0.346 -0.637
C -0.206 -0.385 -0.121 -0.091
C -0.657 1.050 0.007 -0.480
C 0.922 1.459 -0.180 0.132
O 1.613 1.580 0.919 -0.686
C 1.180 -0.013 -0.257 -0.031
H -0.942 -1.602 1.438 0.240
H -0.298 -2.531 0.072 0.225
H -1.881 -1.698 -0.052 0.229
H 0.255 -0.450 -1.302 0.270
H -0.874 1.304 1.045 0.240
H -1.475 1.391 -0.638 0.209
H 1.135 2.134 -1.015 0.137
H 2.091 -0.604 -0.262 0.243
```

The HOMO-LUMO gap (alpha / beta) comes out at 8.931 / 8.930 eV. As for the relative energy (zero: lowest compared OMol25 entry of this formula, charge and spin): 112.3 kcal/mol. The HOMO energy (alpha / beta) comes out at -8.318 / -8.317 eV. The charge is 0. Its spin multiplicity is 1. Its energy is -7357.3848 eV.

=====

# C5H8O

One molecule with the formula C5H8O (the ωB97M-V functional and the def2-TZVPD basis, the Open Molecules 2025 dataset).

```
14
Properties=species:S:1:pos:R:3:nbo_charge:R:1
C -1.590 -0.794 0.023 -0.759
C -0.826 0.110 -0.731 0.226
O -0.358 1.304 0.889 -0.792
C 0.900 1.006 0.377 0.130
C 1.379 -0.413 0.442 -0.453
C 0.672 0.087 -0.800 -0.376
H -1.149 0.081 0.870 0.454
H -1.143 -1.747 0.298 0.241
H -2.674 -0.759 -0.054 0.239
H -1.315 0.899 -1.298 0.229
H 1.626 1.818 0.332 0.185
H 2.443 -0.584 0.308 0.226
H 0.895 -1.115 1.118 0.215
H 1.156 0.117 -1.772 0.234
```

The HOMO-LUMO gap comes out at 8.848 eV. As for the relative energy (zero: lowest compared OMol25 entry of this formula, charge and spin): 114.9 kcal/mol. The HOMO energy comes out at -8.489 eV. The charge is 0. Its spin multiplicity is 1. Its energy is -7357.2710 eV.

=====

# C5H8O

One molecule with the formula C5H8O at a distorted geometry (the ωB97M-V functional and the def2-TZVPD basis, the Open Molecules 2025 dataset).

```
14
Properties=species:S:1:pos:R:3:nbo_charge:R:1
C -1.601 -0.748 0.113 -0.738
C -0.780 0.256 -0.603 0.150
O -0.366 1.268 0.713 -0.596
C 0.960 1.009 0.346 0.107
C 1.392 -0.419 0.435 -0.450
C 0.700 0.094 -0.803 -0.317
H -1.362 -0.057 0.965 0.324
H -1.149 -1.727 0.302 0.222
H -2.662 -0.797 -0.133 0.224
H -1.302 0.904 -1.305 0.217
H 1.656 1.835 0.350 0.190
H 2.455 -0.593 0.294 0.225
H 0.908 -1.120 1.112 0.219
H 1.152 0.095 -1.785 0.225
```

The HOMO-LUMO gap comes out at 10.186 eV. As for the relative energy (zero: lowest compared OMol25 entry of this formula, charge and spin): 88.3 kcal/mol. The HOMO energy comes out at -9.052 eV. Its structure (SMILES) is C[C@H]1O[C@H]2C[C@H]21. The charge is 0. Its spin multiplicity is 1. Its energy is -7358.4249 eV.